Record 1
23
Properties=species:S:1:pos:R:3 method="wB97M-V/def2-TZVPD" homo_lumo_gap_ha="0.19331 / 0.19295" homo_ev="-12.5 / -12.5" de_lowest_kcal_mol=0.00 lumo_energy_ev="-7.2 / -7.3" charge=+1 multiplicity=1 e_tot_ev=-309253.596
Cl 1.253 -2.316 0.116
O -2.619 2.407 -2.046
Se -2.370 -2.551 3.858
C -3.282 -1.145 -2.398
O 1.621 -2.941 -1.077
C -3.488 0.282 -2.980
O 0.835 1.525 0.877
O -4.029 0.563 -3.996
Se -0.229 -5.026 6.171
O -2.954 -1.776 0.076
O -0.269 -1.811 -0.213
O -2.632 0.827 0.611
Se -0.799 -1.190 2.942
C -3.068 -0.911 -0.914
C -2.961 1.277 -1.907
C 0.100 0.682 0.900
Re -1.466 -0.680 0.790
O 1.099 -3.170 1.230
Sb -1.067 -2.881 6.156
Se -1.064 -0.846 7.244
O -3.198 -2.177 -2.978
O 1.958 -1.126 0.417
C -2.891 0.445 -0.656



Record 2
49
Properties=species:S:1:pos:R:3 method="wB97M-V/def2-TZVPD" homo_lumo_gap_ha="0.33550 / 0.13309" homo_ev="-5.1 / -5.0" lumo_energy_ev="4.1 / -1.4" charge=-2 multiplicity=2 s2=0.7660 e_tot_ev=-158052.115
F -1.132 1.547 13.386
O -0.940 6.631 14.071
C 1.955 2.038 15.894
O -3.025 1.767 17.660
O -4.249 3.848 13.348
O -1.265 7.113 20.233
F 0.799 1.429 15.982
F -3.092 2.329 20.466
S -0.513 7.353 19.001
O 3.013 4.627 15.627
O -1.525 3.645 17.231
O -3.073 5.772 16.549
C -2.466 1.746 13.210
F -1.864 9.267 15.101
F -2.836 1.191 12.089
O -4.807 7.203 15.583
C -0.644 9.363 14.438
S -2.784 3.703 13.264
F 2.820 1.625 16.818
F -6.883 5.428 16.955
O -0.611 8.708 18.530
O 0.444 7.203 15.696
C -5.633 4.959 16.816
F -1.271 3.629 20.494
C -2.366 3.283 19.832
F 1.763 8.270 20.079
O 1.284 7.641 13.386
O -0.819 6.322 17.948
S -4.394 6.427 16.763
F -3.078 4.333 19.591
O 1.078 4.442 17.037
F 0.155 10.040 15.234
S 1.717 3.959 15.811
O -0.639 1.719 18.357
O -2.111 4.138 14.526
F 1.589 6.108 20.382
O 0.649 4.207 14.820
S 0.138 7.580 14.312
O -2.166 4.173 12.036
F -0.831 9.848 13.156
C 1.380 7.144 19.503
F 2.126 6.901 18.349
F -5.553 4.260 15.697
F -5.198 4.226 17.811
F -3.002 1.199 14.338
Y -0.976 5.375 15.992
S -1.861 2.536 18.157
O -4.413 7.061 18.066
F 2.489 1.770 14.777



Record 3
13
Properties=species:S:1:pos:R:3 method="wB97M-V/def2-TZVPD" homo_lumo_gap_ha=0.43600 homo_ev=-26.8 de_lowest_kcal_mol=9.47 lumo_energy_ev=-14.9 charge=+3 multiplicity=1 e_tot_ev=-70844.362
C -2.203 0.003 0.006
C 0.000 0.000 2.224
O -0.003 -3.554 -0.003
C -0.002 -2.407 0.006
O 0.002 3.633 -0.004
O 3.353 0.016 -0.002
O 0.000 0.019 -3.349
C 2.203 0.000 0.007
O 0.000 0.019 3.386
C 0.002 2.492 0.003
O -3.354 0.021 -0.002
C 0.000 0.001 -2.200
Ga 0.000 -0.243 -0.007



Record-wise max |F| values, in eV Å⁻¹: 0.91; 4.02; 6.45
Record-wise molar mass values, in g/mol: 891.3; 983.3; 237.8